Density functional theory data (the ωB97M-V functional and the def2-TZVPD basis) for 14 unconnected molecules or ions with the total composition C34H73BCl26N2 in a non-equilibrium geometry.

Last column: Mulliken charge in e.
Geometry (Å):
1 N 8.17078 1.02439 -0.33476  -0.6429
2 C 7.22085 1.36461 -1.38298  -0.1286
3 C 6.37871 2.61289 -1.13253  -0.4776
4 C 5.88579 3.17883 -2.48258  -0.7256
5 B 4.92411 2.15558 -3.19047  0.0813
6 C 3.50051 1.77049 -2.65971  -0.3007
7 C 2.78336 2.87062 -1.87054  -0.6032
8 C 1.43440 2.48665 -1.21568  -0.6550
9 C 0.84672 1.11169 -1.56282  0.2301
10 C -0.66579 1.12779 -1.27012  -1.1470
11 N -1.34716 -0.06493 -1.79320  -0.1998
12 H 7.72427 0.59173 0.45699  0.2416
13 H 8.72117 1.81921 -0.05164  0.2513
14 H 7.76745 1.45729 -2.31348  0.0697
15 H 6.54968 0.51654 -1.49103  0.2173
16 H 6.95907 3.35741 -0.60149  0.4732
17 H 5.50303 2.36017 -0.54380  0.1181
18 H 6.76461 3.30484 -3.10539  0.2778
19 H 5.46326 4.17307 -2.36395  0.3768
20 H 5.31613 1.59325 -4.17510  -0.1554
21 H 3.53811 0.87288 -2.04180  0.1309
22 H 2.90294 1.51570 -3.52810  0.2560
23 H 2.57471 3.67616 -2.56821  0.2519
24 H 3.44130 3.29680 -1.12418  0.2551
25 H 1.57144 2.49738 -0.13830  -0.0339
26 H 0.67387 3.22800 -1.42452  0.4095
27 H 0.95479 0.84225 -2.60295  0.4683
28 H 1.24483 0.35595 -0.90135  0.2364
29 H -0.80657 1.15342 -0.20043  -0.1670
30 H -1.07092 2.01236 -1.74807  0.6227
31 H -0.80245 -0.88126 -1.54661  0.1512
32 H -1.39152 0.00384 -2.79864  0.1430
33 Cl -0.00584 -0.44650 1.57962  -0.1504
34 C 0.61908 0.56453 2.91078  -0.3505
35 C -0.47877 1.35991 3.55813  -0.0891
36 Cl -1.12127 2.62233 2.47209  -0.1868
37 H 1.39651 1.21071 2.51021  0.0609
38 H 1.07007 -0.10549 3.64039  0.4573
39 H -0.09136 1.87013 4.43504  0.0954
40 H -1.31026 0.72829 3.85786  0.1343
41 Cl 3.83829 -4.32493 -3.81910  -0.2174
42 C 4.38303 -2.68319 -4.25693  -0.4315
43 C 4.29003 -1.73590 -3.09142  -0.1095
44 Cl 2.60532 -1.38182 -2.63031  -0.0695
45 H 3.78555 -2.34096 -5.09816  0.3199
46 H 5.41950 -2.76664 -4.57833  0.3413
47 H 4.74911 -0.78306 -3.35783  -0.1538
48 H 4.79938 -2.13396 -2.21733  0.3145
49 Cl 2.08800 2.50775 5.77826  -0.2085
50 C 2.64938 4.17153 5.46690  0.1205
51 C 2.19344 4.67070 4.11934  -0.5925
52 Cl 2.99362 3.80492 2.78081  -0.1492
53 H 3.73147 4.18309 5.55360  -0.1548
54 H 2.23509 4.80127 6.25228  0.3341
55 H 2.44781 5.72380 4.01626  0.3972
56 H 1.11896 4.55766 3.99245  0.2566
57 Cl -3.73399 0.87037 4.43118  -0.2197
58 C -4.55173 0.03453 3.08366  -0.3611
59 C -5.31021 -1.18574 3.53765  -0.3612
60 Cl -4.22921 -2.49369 4.09148  -0.1974
61 H -3.79598 -0.21673 2.34263  0.2872
62 H -5.24227 0.74954 2.64084  0.3759
63 H -5.88733 -1.58324 2.70465  0.3906
64 H -5.99159 -0.95316 4.35193  0.1013
65 Cl 1.52308 -8.35178 -9.03648  -0.1914
66 C 2.14073 -7.37619 -7.67763  -0.3988
67 C 1.07218 -6.51305 -7.06064  -0.4369
68 Cl 0.54221 -5.21020 -8.15490  -0.1310
69 H 2.96888 -6.77663 -8.04568  0.3160
70 H 2.52070 -8.07307 -6.93282  0.3023
71 H 1.46243 -6.03619 -6.16636  0.2155
72 H 0.19753 -7.09811 -6.78850  0.3252
73 Cl 7.18557 3.44194 -5.95307  -0.1571
74 C 8.84720 2.83136 -6.14904  -0.5310
75 C 8.87598 1.35506 -6.45051  -0.4728
76 Cl 8.34651 0.37216 -5.06154  -0.1494
77 H 9.39970 3.06457 -5.24267  0.3114
78 H 9.29326 3.37934 -6.97699  0.3650
79 H 9.89405 1.05019 -6.68560  0.3344
80 H 8.23623 1.11202 -7.29440  0.3075
81 Cl -8.66253 -1.82979 5.11965  -0.0817
82 C -9.29238 -3.21583 4.19771  -0.6006
83 C -10.33535 -3.97758 4.97296  -0.4358
84 Cl -9.64101 -4.82343 6.38059  -0.1895
85 H -8.45240 -3.85057 3.92811  0.3625
86 H -9.73342 -2.81919 3.28461  0.3221
87 H -10.78381 -4.73671 4.33487  0.3413
88 H -11.11947 -3.31680 5.33272  0.2754
89 Cl -2.27901 -0.38870 -5.43222  -0.2178
90 C -3.05725 -1.99228 -5.31585  -0.4121
91 C -4.20224 -2.00753 -4.33747  -0.5281
92 Cl -3.62862 -1.79176 -2.66322  -0.1095
93 H -2.29151 -2.70941 -5.03201  0.2013
94 H -3.41367 -2.24484 -6.31288  0.3895
95 H -4.70778 -2.97043 -4.39230  0.2966
96 H -4.92635 -1.22468 -4.54677  0.3676
97 Cl -7.99028 0.02853 7.95080  -0.1590
98 C -6.81843 -0.98669 8.83082  -0.4962
99 C -5.38462 -0.64078 8.53697  -0.5329
100 Cl -4.84541 -1.03207 6.88555  -0.0691
101 H -7.04657 -2.02306 8.59604  0.2943
102 H -6.99888 -0.82207 9.89144  0.3447
103 H -4.74689 -1.20857 9.21217  0.3104
104 H -5.19949 0.41920 8.69274  0.3018
105 Cl -2.19604 -5.34826 -3.08363  -0.1830
106 C -2.37068 -4.94896 -1.35500  -0.2278
107 C -1.93429 -6.08116 -0.46293  -0.4604
108 Cl -3.03149 -7.48290 -0.56751  -0.1971
109 H -3.40740 -4.67740 -1.17864  0.3122
110 H -1.75020 -4.07441 -1.16794  0.0855
111 H -1.93965 -5.74945 0.57359  0.3330
112 H -0.93341 -6.42101 -0.71454  0.3325
113 Cl -11.56577 0.38116 4.81948  -0.1845
114 C -10.83474 1.44922 6.04124  -0.0739
115 C -11.86085 2.29663 6.74652  -0.4524
116 Cl -12.58369 3.51856 5.66839  -0.1929
117 H -10.08597 2.06148 5.54597  0.3575
118 H -10.33482 0.80609 6.76216  -0.0868
119 H -11.38708 2.83529 7.56504  0.3106
120 H -12.66602 1.68884 7.14982  0.3332
121 Cl 6.11771 4.57610 6.46175  -0.1695
122 C 6.70245 5.65063 7.75666  -0.4335
123 C 5.58056 6.43683 8.38400  -0.4968
124 Cl 4.88969 7.63524 7.25984  -0.1797
125 H 7.45955 6.30397 7.33229  0.3275
126 H 7.17162 5.01959 8.50903  0.2957
127 H 5.95537 6.98573 9.24569  0.3357
128 H 4.77589 5.78404 8.71113  0.3208
129 Cl 2.51706 -1.87492 -9.26998  -0.1819
130 C 1.36441 -0.51569 -9.31038  -0.4473
131 C 0.09216 -0.82699 -8.56616  -0.3811
132 Cl -0.88266 -2.07404 -9.38665  -0.1827
133 H 1.16640 -0.27399 -10.35103  0.3333
134 H 1.85886 0.33488 -8.84449  0.3058
135 H -0.52646 0.06665 -8.50814  0.2970
136 H 0.29529 -1.16981 -7.55496  0.2573

Force components x, y, z for each atom (eV/Å):
0.052 -0.427 -0.296
0.055 0.032 0.648
-0.400 -0.023 -0.730
0.320 -0.288 -0.255
-0.049 -0.032 0.197
0.131 0.858 0.177
-0.514 0.026 -0.309
0.545 -0.702 0.117
-1.071 0.969 0.607
0.698 -0.697 -0.634
0.001 0.695 0.572
0.006 0.179 0.234
-0.018 0.082 0.188
0.113 0.130 -0.295
-0.085 -0.273 -0.200
0.167 0.194 0.175
-0.043 -0.034 0.490
0.254 0.195 -0.174
-0.355 0.112 0.169
0.036 -0.088 0.002
0.208 -0.180 -0.046
-0.241 -0.360 -0.140
0.091 0.300 -0.161
0.208 0.069 0.245
-0.089 0.113 0.306
-0.070 0.378 -0.141
0.301 -0.095 -0.291
0.522 -0.404 -0.177
-0.271 0.410 0.176
-0.449 0.159 0.070
0.009 -0.171 -0.141
-0.014 -0.283 -0.187
0.055 -0.244 0.140
0.171 0.078 0.056
-0.020 -0.045 0.117
0.016 0.032 -0.042
-0.028 0.008 -0.070
-0.058 -0.028 0.025
0.035 0.003 -0.012
0.053 0.029 -0.100
-0.042 -0.053 -0.049
0.068 0.043 -0.086
0.078 0.107 0.035
0.051 -0.520 -0.084
-0.071 -0.039 0.031
0.023 -0.006 0.040
-0.025 0.003 -0.069
-0.048 -0.053 0.020
0.102 -0.074 0.120
0.009 0.153 -0.054
-0.075 0.082 0.038
-0.011 -0.033 -0.031
-0.077 -0.070 -0.048
-0.060 -0.001 -0.017
0.061 -0.002 0.011
0.000 -0.070 -0.042
-0.152 0.072 -0.071
0.050 -0.007 -0.193
-0.113 0.057 -0.024
0.037 -0.020 -0.142
0.055 -0.006 0.041
-0.042 0.005 0.043
0.032 0.006 -0.038
0.045 -0.034 0.020
0.006 0.008 -0.019
0.091 -0.029 0.074
-0.071 -0.005 0.026
-0.018 0.023 0.014
-0.032 0.024 -0.066
-0.038 -0.020 0.015
0.086 0.056 0.069
-0.019 -0.015 -0.061
0.006 0.025 -0.042
0.071 0.045 -0.047
0.065 -0.023 -0.075
-0.031 -0.010 0.022
-0.049 -0.036 0.056
-0.018 -0.020 -0.038
0.025 0.018 0.035
-0.062 0.003 0.028
0.120 -0.037 0.070
-0.012 0.018 -0.153
-0.089 -0.023 -0.057
-0.001 0.008 0.031
0.041 -0.016 0.077
-0.064 0.022 0.026
0.040 -0.024 -0.015
0.035 0.038 0.054
0.027 0.056 -0.016
-0.003 -0.205 -0.113
-0.070 -0.147 0.065
-0.230 -0.049 -0.152
0.030 0.030 0.059
-0.026 0.061 -0.014
0.060 -0.040 -0.019
0.053 0.072 0.013
0.091 0.115 -0.041
-0.047 -0.187 0.118
0.187 0.127 0.008
-0.242 -0.111 0.399
0.018 0.000 -0.106
-0.040 0.018 0.011
-0.012 -0.016 0.030
-0.030 0.020 0.001
-0.024 -0.014 -0.085
0.012 0.138 0.100
0.059 0.026 0.052
0.003 -0.028 -0.012
-0.033 -0.035 -0.050
0.031 -0.008 -0.013
-0.044 0.030 0.001
-0.012 -0.042 -0.051
-0.117 0.007 -0.094
0.131 -0.022 0.080
0.012 0.007 0.081
-0.026 0.002 -0.008
-0.034 0.019 -0.063
-0.043 -0.041 0.029
0.044 0.011 -0.019
-0.040 -0.013 -0.055
0.140 -0.031 -0.025
0.062 0.015 0.091
0.011 0.010 0.093
-0.041 -0.017 -0.021
-0.040 0.028 -0.070
-0.046 -0.035 0.015
0.038 0.026 -0.020
-0.027 -0.017 -0.046
0.009 -0.015 -0.017
0.015 0.092 0.009
-0.056 0.083 0.078
-0.001 -0.022 0.018
-0.005 -0.077 -0.033
-0.006 -0.011 0.049
0.008 0.021 -0.025
0.005 -0.079 -0.015

Calculated values
- LUMO energy (eV) = 0.4
- gap between HOMO and LUMO (eV) = 8.7329
- spin multiplicity = 1
- net charge = 0

Density functional theory data (the ωB97M-V functional and the def2-TZVPD basis) for 8 unconnected molecules or ions with the total composition C6H28N2O7 in a non-equilibrium geometry.

Last column: Mulliken charge in e.
Geometry (Å):
1 C -2.65187 -2.14977 -0.35301  -1.5938
2 C -1.30587 -1.48905 -0.66866  1.1237
3 C -0.17561 -2.48339 -0.18692  -1.2670
4 C 0.31910 -2.27367 1.27063  -0.9021
5 N 0.66387 1.10391 2.82956  -0.4229
6 C 0.65393 -0.30087 2.80856  -0.7040
7 C 0.57157 -0.82857 1.57890  0.2619
8 N -1.28697 -1.07607 -2.09405  -0.7616
9 H -3.35777 -1.48401 0.14798  0.2760
10 H -2.46233 -2.82536 0.46882  0.4491
11 H -3.22875 -2.53451 -1.17790  0.4217
12 H -1.13197 -0.51964 -0.11815  0.2029
13 H 0.66751 -2.32296 -0.84836  0.1730
14 H -0.57338 -3.54070 -0.22996  0.3655
15 H 1.18974 -2.93989 1.41886  0.4624
16 H -0.20273 -2.64191 2.18061  0.4004
17 H 0.23209 1.67238 2.13389  0.1295
18 H 0.53071 1.37740 3.79669  0.2756
19 H 0.95211 -0.92407 3.67189  0.3248
20 H 0.59101 -0.22787 0.65272  0.3964
21 H -1.13655 -1.91180 -2.66584  0.2751
22 H -0.58709 -0.38798 -2.35850  0.1091
23 H -3.90142 1.10475 -1.40148  0.2921
24 H -2.48485 0.61213 -1.75881  0.4008
25 O -3.01224 1.41007 -1.60153  -0.6689
26 H -1.70449 1.41396 2.71443  0.3483
27 H -1.66524 3.07379 2.90799  0.3086
28 O -2.01898 2.20867 3.13235  -0.6625
29 H 1.57193 2.08540 -2.48250  0.4092
30 H 1.05230 1.50705 -3.88942  0.3018
31 O 1.76408 1.91925 -3.40341  -0.6244
32 H -0.20937 2.64040 -2.08355  0.3280
33 H -1.59487 2.79233 -2.78050  0.2827
34 O -0.64330 2.70212 -2.93937  -0.5981
35 H 2.63260 -1.95538 0.12754  0.3612
36 H 2.96454 -2.32366 1.51251  0.3419
37 O 3.40536 -2.10938 0.68559  -0.6594
38 H 3.75720 1.41156 -0.67894  0.3130
39 H 3.96467 0.58198 0.53865  0.2844
40 O 3.31188 1.18324 0.15673  -0.6667
41 H 1.00028 3.20598 0.08545  0.2532
42 H 2.20401 2.46346 -0.38882  0.3174
43 O 1.33509 2.78070 -0.71066  -0.6586

Force components x, y, z for each atom (eV/Å):
-0.216 1.313 1.532
0.537 0.620 0.175
-1.330 -0.370 0.601
0.639 -0.556 1.215
1.250 -0.781 3.295
0.527 0.641 -3.015
0.054 -0.956 -0.483
0.041 -0.886 0.130
0.032 0.602 -0.272
-0.209 -0.929 -0.202
0.403 -0.596 -0.420
-0.675 -1.108 -0.310
0.362 -0.303 -0.161
0.682 1.036 -0.509
0.136 0.353 -0.573
-1.060 -0.176 -1.205
-0.243 -0.341 -0.259
-0.118 0.917 -0.571
-0.790 0.855 -0.169
0.033 0.337 0.969
-0.186 0.485 -0.049
0.189 -0.209 0.371
0.048 -0.050 -0.027
-0.174 -0.209 -0.236
0.075 0.216 0.133
0.665 0.367 -0.622
0.396 -0.745 -0.611
-1.428 0.488 1.318
-0.674 -0.102 -0.125
-0.503 0.239 0.558
1.882 -0.286 -0.663
-0.204 0.198 0.171
0.262 -0.181 0.256
-0.770 0.033 -0.310
0.279 0.136 -0.216
0.297 0.049 0.261
-0.134 0.045 -0.124
-0.218 -0.138 0.140
-0.341 -0.163 0.384
0.929 -0.016 -0.696
-0.259 0.183 -0.206
-0.630 -0.110 -0.104
0.441 0.097 0.627

Calculated values
- energy relative to the best compared isomer or geometry (same formula, charge and spin) (kJ/mol) = 214.7
- LUMO energy (eV) = 0.2
- gap between HOMO and LUMO (eV) = 8.3994
- SMILES = C[C@H](N)CC/C=C/N.O.O.O.O.O.O.O
- spin multiplicity = 1
- net charge = 0